This record from OMol25 describes a 8-piece molecular cluster, C24H64O8 overall at a distorted geometry. The level of theory is the ωB97M-V functional and the def2-TZVPD basis.

```
96
C24H64O8 the ωB97M-V functional and the def2-TZVPD basis
C 0.056 -1.610 -0.821
C -0.516 -0.817 0.339
C 0.556 -0.197 1.224
O -1.246 0.263 -0.278
H -0.758 -2.073 -1.382
H 0.640 -2.470 -0.479
H 0.678 -0.997 -1.471
H -1.199 -1.461 0.898
H 1.010 0.631 0.680
H 1.366 -0.863 1.541
H 0.130 0.137 2.173
H -1.582 0.841 0.421
C -0.792 -6.040 -4.150
C -1.411 -4.792 -4.765
C -0.416 -3.633 -4.717
O -1.888 -5.007 -6.071
H 0.198 -6.265 -4.558
H -1.420 -6.919 -4.335
H -0.677 -5.972 -3.068
H -2.230 -4.499 -4.097
H -0.143 -3.342 -3.707
H -0.814 -2.778 -5.270
H 0.473 -3.859 -5.320
H -1.531 -5.836 -6.400
C 4.603 -3.663 0.825
C 5.154 -2.730 -0.237
C 4.211 -1.580 -0.568
O 6.418 -2.192 0.151
H 5.351 -4.348 1.220
H 3.780 -4.252 0.412
H 4.210 -3.067 1.655
H 5.363 -3.285 -1.155
H 3.921 -1.052 0.348
H 3.283 -1.870 -1.063
H 4.760 -0.873 -1.190
H 6.249 -1.565 0.871
C -1.587 3.027 -2.007
C -1.547 3.713 -3.361
C -2.751 4.646 -3.555
O -0.324 4.427 -3.482
H -1.507 3.747 -1.192
H -0.861 2.222 -1.965
H -2.586 2.585 -1.937
H -1.657 2.941 -4.133
H -2.765 5.098 -4.545
H -2.770 5.432 -2.797
H -3.650 4.040 -3.408
H -0.056 4.477 -4.403
C -4.284 0.135 -3.853
C -3.612 -0.468 -2.641
C -4.026 -1.906 -2.364
O -2.207 -0.382 -2.875
H -4.050 1.193 -3.955
H -5.377 0.032 -3.825
H -4.023 -0.388 -4.777
H -3.851 0.142 -1.763
H -4.916 -1.930 -1.726
H -3.236 -2.425 -1.820
H -4.283 -2.488 -3.251
H -1.750 -0.194 -2.041
C -0.612 3.261 5.589
C -0.269 1.879 5.061
C 0.841 1.216 5.869
O -1.450 1.055 5.071
H 0.274 3.894 5.680
H -1.031 3.208 6.596
H -1.331 3.759 4.939
H 0.028 1.909 4.014
H 1.732 1.840 5.758
H 1.077 0.241 5.439
H 0.598 1.059 6.919
H -1.818 0.981 5.956
C -4.253 1.543 0.983
C -3.417 2.062 2.125
C -4.163 2.132 3.440
O -2.257 1.212 2.261
H -3.723 1.566 0.029
H -5.138 2.176 0.884
H -4.577 0.511 1.133
H -3.028 3.050 1.851
H -3.611 2.674 4.204
H -4.331 1.108 3.790
H -5.164 2.552 3.322
H -1.992 1.136 3.186
C 4.472 1.443 2.326
C 5.889 0.925 2.044
C 6.974 1.699 2.758
O 5.957 -0.486 2.386
H 3.781 1.191 1.532
H 4.528 2.520 2.513
H 4.183 1.064 3.311
H 6.058 0.911 0.967
H 7.201 2.603 2.190
H 7.909 1.133 2.756
H 6.741 1.883 3.808
H 5.807 -0.552 3.334
```

Properties
Calculated total energy, a.u.: -1554.70844
Max |F|, hartree/bohr: 0.0320
Energy above the lowest of the compared OMol25 structures with the same formula, charge and spin, eV: 0.787
Structure (SMILES): CC(C)O.CC(C)O.CC(C)O.CC(C)O.CC(C)O.CC(C)O.CC(C)O.CC(C)O
HOMO level, eV: -9.51
Charge: 0